Entry 1:
44
Properties=species:S:1:pos:R:3:forces:R:3 method="wB97M-V/def2-TZVPD" total_charge=-1 e_tot_ha=-4306.415238 molar_mass_g_mol=480.5
O 2.163700 -1.623453 1.812636 0.0163 0.1342 -0.2197
C 1.814039 -1.583332 0.672490 -0.1266 -0.0993 0.4137
Cl 3.068771 -1.275811 -0.576549 0.0496 -0.1030 -0.1288
C 0.438168 -1.757678 0.156708 -0.0675 0.1917 0.3086
B -0.262557 -0.504058 -0.656183 -0.3382 -0.5310 -0.3851
F 0.135696 -0.515292 -2.015291 0.1270 0.0841 0.0012
Br 0.348168 1.292355 0.157039 0.1504 0.3200 0.1596
C -1.871063 -0.683418 -0.556330 -0.0506 0.0797 0.0108
C -2.718612 0.022564 0.302100 0.0577 -0.1094 -0.0277
C -4.084358 -0.241897 0.363547 0.1520 -0.0278 -0.0474
C -4.642632 -1.222969 -0.445032 0.0614 -0.0366 -0.0380
C -3.823745 -1.936204 -1.314992 0.1649 0.0822 0.0313
C -2.459733 -1.667883 -1.361946 -0.0638 0.1201 0.0908
H 0.392993 -2.635917 -0.492012 0.0622 0.0624 -0.1183
H -0.178193 -1.949317 1.039101 0.0712 -0.1508 -0.0109
H -2.299272 0.793905 0.938281 -0.0423 -0.0128 -0.0043
H -4.702216 0.326173 1.049007 -0.0405 -0.0233 -0.0096
H -5.704216 -1.434359 -0.399738 -0.0204 0.0143 -0.0040
H -4.238191 -2.699133 -1.964242 -0.0634 -0.0023 0.0352
H -1.827486 -2.224351 -2.046378 -0.0422 -0.0114 -0.0269
C -0.177401 0.087330 3.817056 -0.0371 -0.0417 -0.0088
C 0.887383 -0.302898 4.516135 0.0538 0.0500 -0.0012
C 0.954276 -0.120013 5.985296 -0.0321 -0.0187 -0.0832
O 1.922578 -0.463930 6.631837 0.0269 -0.0055 0.0456
C -0.216718 0.504779 6.654818 -0.0350 0.0221 0.0061
C -1.281448 0.890687 5.959509 0.0168 0.0037 0.0382
C -1.346051 0.713934 4.483268 0.0557 -0.0198 -0.0324
O -2.323206 1.074891 3.863757 -0.0414 0.0096 0.0128
H -0.236997 -0.023602 2.740237 0.0179 0.0482 0.0034
H 1.749890 -0.751961 4.039105 -0.0398 -0.0262 -0.0059
H -0.144596 0.624433 7.728792 0.0215 -0.0107 0.0024
H -2.146290 1.350182 6.421822 -0.0153 0.0019 -0.0212
C 3.968450 1.445813 -5.518430 -0.0194 0.0224 -0.0177
C 2.991280 2.197280 -6.014079 0.0287 -0.0155 0.0047
C 1.677096 2.304319 -5.323941 -0.0099 0.0115 -0.0164
O 0.795362 2.995016 -5.794602 0.0053 -0.0058 0.0080
C 1.499365 1.544297 -4.066337 -0.0205 0.0087 -0.0136
C 2.477523 0.790751 -3.566996 0.0075 0.0055 0.0585
C 3.786561 0.683893 -4.252475 0.0305 -0.0117 0.0092
O 4.692039 0.003874 -3.814773 -0.0131 0.0085 -0.0112
H 4.933931 1.349410 -6.000027 0.0060 -0.0191 0.0255
H 3.096196 2.762593 -6.932070 -0.0309 0.0091 0.0056
H 0.539085 1.625537 -3.573954 -0.0126 -0.0189 0.0267
H 2.352432 0.233461 -2.646165 -0.0209 0.0115 -0.0653


Entry 2:
8
Properties=species:S:1:pos:R:3:forces:R:3 method="wB97M-V/def2-TZVPD" total_charge=0 e_tot_ha=-266.216501 molar_mass_g_mol=64.0
C -0.635864 -1.383648 -0.591035 0.0598 0.0316 0.0065
O -0.936281 -2.353798 -0.066464 -0.5101 -1.4499 0.7819
O -1.358658 1.837262 -0.043246 -0.3921 0.3144 0.4386
O -0.320311 -0.414791 -1.112647 0.6068 1.1416 -0.9388
H 2.637425 -0.942910 1.064139 -0.2869 0.8563 0.7372
H 2.448625 -0.373455 1.558237 0.2778 -0.8570 -0.7408
H -0.448515 1.629908 0.178762 0.0558 0.0272 -0.2159
H -1.386421 2.001433 -0.987746 0.1888 -0.0642 -0.0687


Entry 3:
44
Properties=species:S:1:pos:R:3:forces:R:3 method="wB97M-V/def2-TZVPD" total_charge=+2 e_tot_ha=-1250.840640 molar_mass_g_mol=429.8
Pd 0.071723 -1.231061 -1.053359 -2.8834 -2.0343 1.6636
C -2.747377 -0.555961 -1.648759 -0.4574 0.2234 -0.7751
N -2.348177 -0.801661 -0.254959 1.6453 0.3835 -0.0104
C -3.072677 -1.899761 0.358341 -0.6606 -0.4822 0.2613
C -2.262077 0.382839 0.532041 -0.6074 -0.7174 -0.3113
C -3.307077 0.797839 1.336841 0.1302 -0.1821 0.0436
C -3.222077 1.987539 2.054441 0.0000 -0.4706 -0.3492
C -2.074077 2.771639 1.980241 0.8763 0.3288 -0.2684
C -1.000977 2.365539 1.221741 -0.3297 0.6035 0.5584
C -1.060177 1.159039 0.480441 0.6027 -0.0515 -0.8162
N -0.007577 0.636839 -0.169559 0.2877 1.2088 0.1751
C 1.192723 1.246939 -0.396659 0.0618 0.3246 0.4796
C 1.325523 2.584739 -0.810359 0.3044 0.6494 0.2358
C 2.576923 3.147039 -0.953959 -0.7134 0.0674 -0.1713
C 3.717523 2.398839 -0.690459 0.0726 -0.4364 0.1072
C 3.613323 1.050939 -0.363259 -0.0338 -0.1328 -0.1208
C 2.371123 0.452839 -0.235159 0.1206 -0.1962 -0.0929
N 2.205323 -0.923161 0.102141 -1.3516 0.0496 -1.0395
C 1.997723 -1.201661 1.512641 -0.0113 -0.1827 0.8890
C 3.102223 -1.855761 -0.553359 1.1548 -0.3874 -0.1948
H -3.812777 -0.291561 -1.704959 0.1006 -0.0194 0.0579
H -2.606877 -1.466861 -2.246859 0.0367 0.2901 0.1961
H -2.179477 0.281939 -2.077959 -0.1032 -0.3076 0.1035
H -4.156277 -1.724661 0.363541 0.0951 0.0207 -0.0175
H -2.733177 -2.047761 1.382941 0.0145 -0.0130 -0.0762
H -2.909277 -2.815061 -0.211959 0.0669 0.1533 0.0385
H -4.210477 0.214539 1.392141 -0.0959 -0.1017 0.0084
H -4.052977 2.296539 2.666041 -0.1622 0.0951 0.0835
H -2.016477 3.698539 2.528841 0.0371 0.0361 0.1230
H -0.084377 2.932739 1.236341 0.0594 0.0696 0.0358
H 0.439623 3.150439 -1.058359 -0.0731 0.0747 0.0211
H 2.667423 4.168939 -1.283259 -0.0016 0.1296 -0.0655
H 4.693323 2.858239 -0.750159 0.0589 0.0237 -0.0141
H 4.510823 0.478639 -0.186659 0.0484 -0.0933 -0.0019
H 2.939223 -1.102861 2.065941 -0.0147 0.0067 -0.0481
H 1.634923 -2.225561 1.641241 0.0192 0.1879 -0.0675
H 1.278923 -0.502161 1.944941 0.0451 -0.1109 -0.0727
H 4.119423 -1.788261 -0.152459 0.0148 -0.0174 0.0131
H 3.147723 -1.659261 -1.630159 -0.0900 -0.0683 0.2407
H 2.765923 -2.880961 -0.374159 -0.0731 0.2419 -0.0718
F -1.334177 -3.800861 -1.751559 0.4852 1.0531 0.4975
C -0.208677 -3.194161 -1.383059 2.3521 -0.0392 -0.7559
F 0.384423 -3.916461 -0.406859 -0.7045 0.5292 -0.3812
F 0.651423 -3.177661 -2.452559 -0.3238 -0.7066 -0.1104


Repeat the third record exactly.
44
Properties=species:S:1:pos:R:3:forces:R:3 method="wB97M-V/def2-TZVPD" total_charge=+2 e_tot_ha=-1250.840640 molar_mass_g_mol=429.8
Pd 0.071723 -1.231061 -1.053359 -2.8834 -2.0343 1.6636
C -2.747377 -0.555961 -1.648759 -0.4574 0.2234 -0.7751
N -2.348177 -0.801661 -0.254959 1.6453 0.3835 -0.0104
C -3.072677 -1.899761 0.358341 -0.6606 -0.4822 0.2613
C -2.262077 0.382839 0.532041 -0.6074 -0.7174 -0.3113
C -3.307077 0.797839 1.336841 0.1302 -0.1821 0.0436
C -3.222077 1.987539 2.054441 0.0000 -0.4706 -0.3492
C -2.074077 2.771639 1.980241 0.8763 0.3288 -0.2684
C -1.000977 2.365539 1.221741 -0.3297 0.6035 0.5584
C -1.060177 1.159039 0.480441 0.6027 -0.0515 -0.8162
N -0.007577 0.636839 -0.169559 0.2877 1.2088 0.1751
C 1.192723 1.246939 -0.396659 0.0618 0.3246 0.4796
C 1.325523 2.584739 -0.810359 0.3044 0.6494 0.2358
C 2.576923 3.147039 -0.953959 -0.7134 0.0674 -0.1713
C 3.717523 2.398839 -0.690459 0.0726 -0.4364 0.1072
C 3.613323 1.050939 -0.363259 -0.0338 -0.1328 -0.1208
C 2.371123 0.452839 -0.235159 0.1206 -0.1962 -0.0929
N 2.205323 -0.923161 0.102141 -1.3516 0.0496 -1.0395
C 1.997723 -1.201661 1.512641 -0.0113 -0.1827 0.8890
C 3.102223 -1.855761 -0.553359 1.1548 -0.3874 -0.1948
H -3.812777 -0.291561 -1.704959 0.1006 -0.0194 0.0579
H -2.606877 -1.466861 -2.246859 0.0367 0.2901 0.1961
H -2.179477 0.281939 -2.077959 -0.1032 -0.3076 0.1035
H -4.156277 -1.724661 0.363541 0.0951 0.0207 -0.0175
H -2.733177 -2.047761 1.382941 0.0145 -0.0130 -0.0762
H -2.909277 -2.815061 -0.211959 0.0669 0.1533 0.0385
H -4.210477 0.214539 1.392141 -0.0959 -0.1017 0.0084
H -4.052977 2.296539 2.666041 -0.1622 0.0951 0.0835
H -2.016477 3.698539 2.528841 0.0371 0.0361 0.1230
H -0.084377 2.932739 1.236341 0.0594 0.0696 0.0358
H 0.439623 3.150439 -1.058359 -0.0731 0.0747 0.0211
H 2.667423 4.168939 -1.283259 -0.0016 0.1296 -0.0655
H 4.693323 2.858239 -0.750159 0.0589 0.0237 -0.0141
H 4.510823 0.478639 -0.186659 0.0484 -0.0933 -0.0019
H 2.939223 -1.102861 2.065941 -0.0147 0.0067 -0.0481
H 1.634923 -2.225561 1.641241 0.0192 0.1879 -0.0675
H 1.278923 -0.502161 1.944941 0.0451 -0.1109 -0.0727
H 4.119423 -1.788261 -0.152459 0.0148 -0.0174 0.0131
H 3.147723 -1.659261 -1.630159 -0.0900 -0.0683 0.2407
H 2.765923 -2.880961 -0.374159 -0.0731 0.2419 -0.0718
F -1.334177 -3.800861 -1.751559 0.4852 1.0531 0.4975
C -0.208677 -3.194161 -1.383059 2.3521 -0.0392 -0.7559
F 0.384423 -3.916461 -0.406859 -0.7045 0.5292 -0.3812
F 0.651423 -3.177661 -2.452559 -0.3238 -0.7066 -0.1104